A cluster of 6 separate species, C52H63BrCl2IN8O13P in total. Source: OMol25; level of theory: wB97M-V/def2-TZVPD.

Output
**Energy above the lowest of the compared OMol25 structures with the same formula, charge and spin**: 0.0 kcal per mole
**Strongest force on any atom**: 1.857 eV Å⁻¹
**SMILES string**: CC[C@H](Br)[C@@](N)(N[C@H](Cl)[C@H](C)Cl)[C@@H](O[C@H](CCCNCc1ccccc1O)C[C@@H](C)I)[PH2]=O.O=[N+]([O-])c1ccccc1.O=[N+]([O-])c1ccccc1.O=[N+]([O-])c1ccccc1.O=[N+]([O-])c1ccccc1.O=[N+]([O-])c1ccccc1
**LUMO energy**: -0.989 eV
**Gap between HOMO and LUMO**: 7.637 eV

Bonds (Å) are listed after each position.
Element x y z (Å)
1 C 3.686 -0.316 2.751  C2 1.544, H34 1.093, H35 1.086, H36 1.088
2 C 2.959 0.034 1.435  C1 1.544, C3 1.554, H37 1.088, H38 1.086
3 C 2.516 1.518 1.301  C2 1.554, Br4 1.978, C5 1.575, H39 1.087
4 Br 2.565 2.530 3.000  C3 1.978
5 C 1.164 1.778 0.536  C3 1.575, N6 1.466, N7 1.455, C13 1.570
6 N 1.208 3.153 0.032  C5 1.466, H40 1.012, H41 1.012
7 N 0.879 0.857 -0.554  C5 1.455, C8 1.427, H42 1.015
8 C 1.633 1.000 -1.756  N7 1.427, Cl9 1.825, C10 1.538, H43 1.093
9 Cl 0.792 2.084 -2.960  C8 1.825
10 C 1.878 -0.323 -2.502  C8 1.538, C11 1.543, Cl12 1.794, H44 1.087
11 C 0.590 -0.886 -3.139  C10 1.543, H45 1.088, H46 1.086, H47 1.087
12 Cl 2.588 -1.588 -1.447  C10 1.794
13 C -0.102 1.737 1.464  C5 1.570, O14 1.396, P32 1.839, H48 1.093
14 O -1.279 1.666 0.716  C13 1.396, C15 1.425
15 C -1.972 2.902 0.565  O14 1.425, C16 1.530, C28 1.563, H49 1.089
16 C -2.819 3.282 1.781  C15 1.530, C17 1.542, H50 1.090, H51 1.098
17 C -2.125 4.133 2.864  C16 1.542, C18 1.521, H52 1.091, H53 1.081
18 C -1.481 5.413 2.352  C17 1.521, N19 1.452, H54 1.107, H55 1.095
19 N -2.455 6.410 1.944  C18 1.452, C20 1.469, H56 1.014
20 C -1.930 7.775 2.089  N19 1.469, C21 1.524, H57 1.103, H58 1.087
21 C -0.626 7.904 1.311  C20 1.524, C22 1.382, C26 1.393
22 C 0.571 8.225 1.924  C21 1.382, C23 1.383, H59 1.082
23 C 1.728 8.276 1.168  C22 1.383, C24 1.376, H60 1.084
24 C 1.714 8.012 -0.182  C23 1.376, C25 1.386, H61 1.082
25 C 0.515 7.728 -0.816  C24 1.386, C26 1.384, H62 1.083
26 C -0.645 7.675 -0.063  C21 1.393, C25 1.384, O27 1.378
27 O -1.841 7.405 -0.690  C26 1.378, H63 0.962
28 C -2.913 2.699 -0.666  C15 1.563, C29 1.528, H64 1.088, H65 1.092
29 C -2.568 1.445 -1.469  C28 1.528, C30 1.545, I31 2.201, H66 1.082
30 C -3.215 0.157 -0.912  C29 1.545, H67 1.088, H68 1.092, H69 1.084
31 I -3.432 1.763 -3.468  C29 2.201
32 P -0.158 0.259 2.556  C13 1.839, O33 1.490, H70 1.415, H71 1.404
33 O -0.281 -1.001 1.770  P32 1.490
34 H 4.067 -1.333 2.630  C1 1.093
35 H 3.029 -0.305 3.616  C1 1.086
36 H 4.559 0.319 2.887  C1 1.088
37 H 2.123 -0.656 1.347  C2 1.088
38 H 3.710 -0.129 0.667  C2 1.086
39 H 3.283 2.006 0.706  C3 1.087
40 H 2.091 3.359 -0.419  N6 1.012
41 H 1.079 3.809 0.792  N6 1.012
42 H 0.832 -0.109 -0.245  N7 1.015
43 H 2.592 1.487 -1.567  C8 1.093
44 H 2.621 -0.112 -3.267  C10 1.087
45 H -0.286 -0.672 -2.530  C11 1.088
46 H 0.490 -0.455 -4.130  C11 1.086
47 H 0.708 -1.964 -3.208  C11 1.087
48 H -0.059 2.624 2.101  C13 1.093
49 H -1.293 3.701 0.270  C15 1.089
50 H -3.752 3.759 1.486  C16 1.090
51 H -3.102 2.336 2.263  C16 1.098
52 H -1.399 3.540 3.422  C17 1.091
53 H -2.884 4.407 3.583  C17 1.081
54 H -0.888 5.824 3.191  C18 1.107
55 H -0.750 5.174 1.573  C18 1.095
56 H -3.268 6.319 2.542  N19 1.014
57 H -1.646 7.917 3.145  C20 1.103
58 H -2.658 8.515 1.767  C20 1.087
59 H 0.586 8.425 2.987  C22 1.082
60 H 2.675 8.503 1.643  C23 1.084
61 H 2.617 8.025 -0.778  C24 1.082
62 H 0.458 7.525 -1.878  C25 1.083
63 H -1.748 6.591 -1.194  O27 0.962
64 H -2.930 3.592 -1.287  C28 1.088
65 H -3.932 2.574 -0.292  C28 1.092
66 H -1.509 1.325 -1.658  C29 1.082
67 H -3.900 0.422 -0.108  C30 1.088
68 H -2.402 -0.463 -0.530  C30 1.092
69 H -3.728 -0.412 -1.679  C30 1.084
70 H -1.337 0.438 3.318  P32 1.415
71 H 0.928 0.224 3.444  P32 1.404
72 C 0.368 -4.766 1.647  C73 1.389, C77 1.388, H81 1.083
73 C 0.402 -6.121 1.345  C72 1.389, C74 1.385, H82 1.082
74 C -0.698 -6.920 1.612  C73 1.385, C75 1.384, H83 1.080
75 C -1.821 -6.342 2.176  C74 1.384, C76 1.384, N78 1.468
76 C -1.868 -4.994 2.490  C75 1.384, C77 1.385, H84 1.080
77 C -0.763 -4.203 2.223  C72 1.388, C76 1.385, H85 1.082
78 N -3.000 -7.177 2.434  C75 1.468, O79 1.216, O80 1.216
79 O -2.929 -8.360 2.160  N78 1.216
80 O -3.989 -6.639 2.894  N78 1.216
81 H 1.226 -4.142 1.431  C72 1.083
82 H 1.285 -6.556 0.897  C73 1.082
83 H -0.675 -7.974 1.376  C74 1.080
84 H -2.752 -4.560 2.933  C76 1.080
85 H -0.781 -3.146 2.453  C77 1.082
86 C -6.299 -8.338 -1.086  C87 1.390, C91 1.388, H95 1.082
87 C -6.348 -7.865 -2.392  C86 1.390, C88 1.386, H96 1.082
88 C -5.454 -6.894 -2.813  C87 1.386, C89 1.383, H97 1.080
89 C -4.519 -6.412 -1.915  C88 1.383, C90 1.382, N92 1.472
90 C -4.462 -6.868 -0.612  C89 1.382, C91 1.385, H98 1.079
91 C -5.359 -7.837 -0.195  C86 1.388, C90 1.385, H99 1.082
92 N -3.550 -5.397 -2.360  C89 1.472, O93 1.215, O94 1.215
93 O -3.634 -5.001 -3.505  N92 1.215
94 O -2.721 -5.019 -1.556  N92 1.215
95 H -6.995 -9.101 -0.762  C86 1.082
96 H -7.082 -8.256 -3.083  C87 1.082
97 H -5.490 -6.524 -3.828  C88 1.080
98 H -3.729 -6.476 0.076  C90 1.079
99 H -5.321 -8.202 0.823  C91 1.082
100 C -7.120 1.533 7.261  C101 1.389, C105 1.389, H109 1.082
101 C -5.772 1.287 7.489  C100 1.389, C102 1.385, H110 1.081
102 C -4.809 2.039 6.835  C101 1.385, C103 1.383, H111 1.080
103 C -5.215 3.032 5.962  C102 1.383, C104 1.383, N106 1.467
104 C -6.553 3.287 5.718  C103 1.383, C105 1.385, H112 1.080
105 C -7.509 2.529 6.374  C100 1.389, C104 1.385, H113 1.081
106 N -4.199 3.845 5.285  C103 1.467, O107 1.215, O108 1.223
107 O -3.029 3.592 5.497  N106 1.215
108 O -4.586 4.737 4.543  N106 1.223
109 H -7.869 0.948 7.777  C100 1.082
110 H -5.471 0.511 8.178  C101 1.081
111 H -3.761 1.849 7.011  C102 1.080
112 H -6.853 4.063 5.030  C104 1.080
113 H -8.559 2.717 6.196  C105 1.081
114 C 3.881 -3.557 -3.999  C115 1.389, C119 1.388, H123 1.085
115 C 4.171 -2.900 -5.189  C114 1.389, C116 1.385, H124 1.083
116 C 4.468 -3.625 -6.331  C115 1.385, C117 1.383, H125 1.080
117 C 4.467 -5.007 -6.266  C116 1.383, C118 1.383, N120 1.470
118 C 4.186 -5.678 -5.089  C117 1.383, C119 1.386, H126 1.080
119 C 3.892 -4.944 -3.951  C114 1.388, C118 1.386, H127 1.082
120 N 4.761 -5.781 -7.480  C117 1.470, O121 1.215, O122 1.215
121 O 5.025 -5.164 -8.493  N120 1.215
122 O 4.723 -6.993 -7.401  N120 1.215
123 H 3.646 -2.981 -3.110  C114 1.085
124 H 4.163 -1.818 -5.226  C115 1.083
125 H 4.694 -3.115 -7.256  C116 1.080
126 H 4.192 -6.757 -5.054  C118 1.080
127 H 3.668 -5.455 -3.025  C119 1.082
128 C 9.749 0.877 -4.372  C129 1.389, C133 1.389, H137 1.082
129 C 9.777 -0.509 -4.454  C128 1.389, C130 1.385, H138 1.081
130 C 8.722 -1.255 -3.954  C129 1.385, C131 1.383, H139 1.080
131 C 7.649 -0.597 -3.380  C130 1.383, C132 1.383, N134 1.470
132 C 7.608 0.783 -3.285  C131 1.383, C133 1.385, H140 1.080
133 C 8.668 1.521 -3.785  C128 1.389, C132 1.385, H141 1.081
134 N 6.518 -1.385 -2.870  C131 1.470, O135 1.211, O136 1.219
135 O 6.594 -2.592 -2.948  N134 1.211
136 O 5.572 -0.779 -2.397  N134 1.219
137 H 10.572 1.456 -4.769  C128 1.082
138 H 10.620 -1.009 -4.910  C129 1.081
139 H 8.740 -2.334 -4.016  C130 1.080
140 H 6.765 1.281 -2.831  C132 1.080
141 H 8.650 2.600 -3.721  C133 1.081